# 1
113
Properties=species:S:1:pos:R:3:lowdin_charge:R:1 method="wB97M-V/def2-TZVPD" homo_ev=-8.49 lumo_energy_ha=-0.009 total_charge=0 spin_multiplicity=1
C -6.35394 -4.24555 -1.05560 -0.69
H -8.92462 -4.08944 3.37631 0.10
H 5.49002 1.79724 5.32885 0.10
H 0.62563 -3.36139 -1.12531 0.03
H -5.59455 6.47175 -0.94175 0.10
C 2.29907 -1.01444 0.42596 -0.16
H 3.27891 2.29718 -4.62462 0.11
O 0.24781 0.89565 -4.10366 0.00
N 4.57701 1.74435 4.91928 0.17
H 0.56038 5.84027 3.78419 0.09
H -2.72671 0.89437 -5.23578 0.10
H 6.01354 2.32096 2.38072 0.08
H 4.99804 2.34159 -4.43316 0.09
H 2.03180 -4.31988 -1.62505 0.07
H -0.43039 2.55130 2.98995 0.11
H 4.20190 0.83796 4.68119 0.06
H -0.48736 -1.48190 -3.89835 0.09
H 7.73986 2.23226 2.41217 0.09
H 8.88971 1.44459 0.51941 0.09
N -1.82653 1.23523 -4.95914 0.17
H 0.84648 3.51446 3.65119 0.05
O -1.99083 4.43028 2.51914 0.00
N -2.52092 -5.97324 -0.11559 0.15
H -4.89500 5.37825 0.20160 0.09
H 1.62119 1.19158 -1.31400 0.09
C 2.06115 0.30053 -1.75470 -0.08
C -0.18075 3.25593 -7.43349 -0.68
H -3.40625 -1.66485 5.48187 0.10
O -3.58506 7.90387 -1.21859 0.01
N -8.24082 -4.54042 3.95408 0.15
O -6.66486 -5.39369 -1.32824 0.01
H 3.28578 -2.42174 -1.29160 0.11
H -3.16268 -3.50092 6.92498 0.10
O -1.64489 -4.08470 -1.02451 0.00
N 6.87723 2.09292 1.92260 0.16
C 4.27594 1.86611 -6.33679 -0.66
H 1.27771 3.44378 -8.92339 0.09
H -0.91578 6.54640 3.22516 0.10
H -3.09188 -1.86588 3.79546 0.11
N 3.83316 -1.38500 4.20262 -0.28
N 0.40666 3.77692 -8.55668 0.15
H -8.17957 -3.43147 -1.42995 0.10
H -2.55511 -6.39820 -1.02379 0.11
C 1.70110 -0.97839 -0.98331 -0.31
H -8.49429 -5.37161 4.45182 0.09
H 7.98852 0.95923 -0.87263 0.10
N 4.19856 2.19963 -5.01952 0.17
O -6.71181 -2.96423 3.38815 0.02
H 0.08332 1.85392 -6.01551 0.04
H 3.14708 0.36200 -1.78099 0.08
C 3.80593 -0.12860 2.09619 -0.02
N 0.49320 2.24708 -6.84075 0.18
H 4.54592 0.57955 2.42741 0.08
H -0.06803 4.52853 -9.01864 0.09
C -0.84941 0.45010 -4.42860 -0.66
C -0.87388 4.52230 3.01411 -0.67
O 5.74416 1.44502 0.06633 0.03
H -4.42125 -4.63706 -0.58105 0.06
H 1.67486 0.14786 -2.76032 0.04
N -1.17915 -0.86873 -4.28871 0.17
C 3.79278 2.83268 4.68346 -0.67
H 3.54632 0.75664 0.19623 0.08
C 2.34373 -2.16382 -1.77066 -0.20
N -2.62933 6.48933 0.27990 0.15
N 4.33758 4.03791 5.03684 0.15
H 2.57784 -1.82496 -2.77663 0.10
C 6.80335 1.60778 0.64383 -0.66
O -2.50135 -4.27656 3.91409 0.01
H 1.37250 1.87565 -7.17366 0.06
H -2.67946 -5.02687 6.26991 0.11
N -2.90190 -4.05825 6.13384 0.16
N -7.24796 -3.20991 -1.13571 0.14
C 2.42572 -2.13171 2.57386 -0.37
H -7.01822 -2.26104 -0.91258 0.09
H 5.61849 1.48098 -7.81194 0.10
O -1.24784 3.68529 -6.99973 -0.01
H -4.82569 -2.96404 -0.42298 0.10
H 6.36958 1.86207 -6.30300 0.09
H -1.77349 7.00752 0.22930 0.10
N 8.00721 1.31937 0.06253 0.15
N -4.81038 6.18311 -0.38916 0.14
C 3.25957 -0.03648 0.85640 0.00
N -6.09109 -4.62379 4.80136 0.16
N -0.07405 3.45291 3.24452 0.17
H 0.62345 -1.10553 -0.90994 0.14
H -5.17073 -4.23125 4.85069 0.06
O 2.67980 2.73558 4.19075 0.02
H -2.68014 5.68616 0.88700 0.06
H 1.16726 -2.75055 0.92422 0.11
C 1.89472 -2.02436 1.25348 0.03
H 3.78571 4.85849 4.87517 0.10
C 3.39988 -1.16949 2.95235 -0.36
C -3.66395 6.92724 -0.49213 -0.69
N -3.13384 -2.25506 4.71926 0.18
C -2.02694 -4.69590 -0.03559 -0.70
C -2.82185 -3.57085 4.85836 -0.68
H -2.32413 -4.64169 2.04842 0.06
H -2.84079 -6.49241 0.68006 0.10
N 5.53765 1.72919 -6.84421 0.15
H 5.24685 4.13681 5.44545 0.09
H -1.62373 2.21692 -5.07751 0.09
N -5.09950 -3.90008 -0.65094 0.17
N -0.34855 5.73378 3.37808 0.15
N -2.00534 -4.16497 1.21351 0.17
C 1.45137 -3.42473 -1.82117 -0.09
S 3.06448 -2.65793 4.77621 0.98
N 2.12044 -3.03174 3.50027 -0.21
H -6.29757 -5.45421 5.32163 0.09
C -6.99657 -3.97436 4.00511 -0.68
O 3.27649 1.69688 -7.01678 0.01
H -2.06819 -1.24760 -4.55173 0.10
H 1.00451 -3.48957 -2.81098 0.06
H -1.64998 -3.23220 1.30400 0.10

---

# 2
84
Properties=species:S:1:pos:R:3:lowdin_charge:R:1 method="wB97M-V/def2-TZVPD" homo_ev=-9.57 lumo_energy_ha=0.023 total_charge=0 e_above_lowest_kcal_mol=60.9 spin_multiplicity=1
H -2.50759 0.50254 -4.07201 0.08
H 1.55956 -3.94614 7.13217 0.07
H 0.42039 2.57391 -4.14152 0.08
O -0.84205 -5.96579 -1.89333 -0.08
O 0.51821 1.14182 -0.68774 -0.06
H 2.07388 0.32564 -3.83227 0.10
O -0.38675 0.64183 7.41680 -0.05
H 4.16060 1.70569 -4.47051 0.08
H 2.54983 -2.89402 5.24533 0.09
C 0.49315 -4.24693 -2.82089 -0.06
O 2.02926 0.86885 -3.04199 -0.07
C -2.50144 1.04732 6.48015 -0.05
H -2.92783 -4.44421 -2.11540 0.08
C 0.11662 -2.36946 5.32364 -0.08
C 1.52979 4.53297 -0.05239 -0.04
H 0.85440 1.08628 -1.58524 0.03
C -1.03441 1.53832 6.60237 -0.50
H 0.73686 1.64558 5.32804 0.08
H -2.99354 -1.66599 -5.18242 0.13
H -1.22929 -5.14900 -3.74596 0.14
H 1.17998 3.73705 0.60507 0.07
O -1.04976 -2.18395 -5.45681 -0.05
H -2.06969 -2.98625 -2.46093 0.06
H 0.00644 -1.76092 4.42606 0.07
H 2.09714 4.05234 -0.84939 0.06
H -0.71318 2.38144 4.55187 0.08
H -1.24157 -0.22529 -7.16234 0.08
O 0.62091 6.10379 -1.63824 -0.05
H 0.45511 -1.11967 -1.84518 0.07
H 2.11440 5.21891 0.56064 0.08
H -1.29612 -2.76174 -6.18281 0.09
H -2.46000 -0.04105 6.43735 0.07
C 3.23424 2.24600 -4.66547 -0.03
H -0.00218 -4.70027 6.96061 0.07
H -0.97435 5.19523 1.12129 0.08
C 0.83807 -0.02707 -0.03551 -0.51
H 0.49547 -3.30518 -3.36971 0.06
H -0.46562 -5.59015 -1.09409 0.07
H 1.91470 -0.16455 -0.13587 0.14
C 0.27659 0.03160 1.40753 -0.04
H -0.90711 -2.55445 5.64897 0.08
H 1.35429 4.03100 -3.53767 0.08
H 1.49065 -5.45998 6.26590 0.07
H 2.64388 1.73302 -5.42470 0.08
H 0.60503 -1.74986 6.07573 0.08
H 3.41534 3.28602 -4.93687 0.08
H 0.79430 0.76462 2.02622 0.07
H 0.22883 -4.28758 4.41978 0.14
H 0.33975 -0.93189 1.91329 0.07
O 2.00953 -3.32346 4.57805 -0.06
C 0.24663 5.20149 -0.63870 -0.52
H -0.51600 0.73682 4.56899 0.06
C 0.94597 -4.53382 6.44934 -0.04
H 0.37639 -2.02606 -0.27307 0.08
H 1.28535 -4.89665 -3.19289 0.08
C -2.02089 -1.20062 -5.34207 -0.51
H -2.97301 1.42181 5.57159 0.08
H -1.63715 -3.82365 -0.96001 0.08
H -1.27376 -0.41943 -3.33899 0.05
H -0.99264 0.41882 8.12727 0.09
H -1.34678 6.41892 -0.12744 0.09
H -0.41919 4.44496 -1.05395 0.13
H -0.90841 0.53691 -4.79866 0.07
C -1.64107 -0.11129 -4.31788 -0.03
C 2.42319 2.21557 -3.33901 -0.45
H -2.66794 -1.31640 -7.37985 0.08
H 1.55174 6.33100 -1.57878 0.09
C -0.34623 1.59812 5.21509 -0.05
C -2.17841 -0.58497 -6.73683 -0.07
H -2.86587 0.26088 -6.74259 0.08
C -0.55037 5.90053 0.40652 -0.07
C 1.10559 2.97913 -3.39694 -0.05
H 0.89305 -3.93334 -1.85661 0.06
C -1.95706 -3.96400 -1.99251 -0.05
H -3.11405 1.24500 7.35976 0.07
H -0.75053 0.39393 1.45064 0.08
H 0.10238 6.56907 0.96783 0.08
C 0.77276 -3.68134 5.14415 -0.50
H 0.61333 2.92923 -2.42571 0.05
H 2.94806 2.71013 -2.52168 0.13
C -0.93289 -4.82811 -2.74732 -0.45
C 0.14625 -1.10008 -0.80004 -0.08
H -0.92857 -0.93777 -0.88070 0.09
H -0.94481 2.50836 7.09135 0.13

---

# 3
89
Properties=species:S:1:pos:R:3:lowdin_charge:R:1 method="wB97M-V/def2-TZVPD" homo_ev=-11.57 lumo_energy_ha=-0.185 total_charge=+1 spin_multiplicity=1
H -1.27803 3.45593 0.39901 0.06
H -0.12068 -0.77430 -1.35553 -0.10
H 5.60348 1.29687 -0.89934 0.11
C 4.23604 2.80189 -1.53323 -0.07
H 3.75064 2.96447 -0.57091 0.05
H 1.80456 3.03344 0.93791 0.08
H -3.69160 1.97806 1.78943 0.09
H -5.09490 -4.01640 1.43583 0.09
H -1.64918 0.94768 -2.66514 -0.12
B -0.07975 -2.24500 -3.89532 -0.59
C -0.38765 2.55751 3.61247 -0.46
C 4.38378 -1.02839 -1.62459 -0.26
H -0.71890 -3.08028 -4.13621 -0.04
H 5.02022 3.55555 -1.60523 0.09
H 5.20857 -1.18399 -0.92917 0.12
O 2.11164 -5.48030 1.04020 0.08
H -2.15295 -1.17201 2.54872 0.06
C 1.28589 -4.94937 0.33482 -0.52
C 1.35165 3.88088 0.42331 -0.01
H -3.72773 -4.56055 2.41786 0.10
H 2.52246 1.22371 0.00132 0.07
H -3.11742 1.53559 -3.49341 -0.05
H -0.75024 0.40454 2.95288 0.07
H 0.47402 3.66263 5.17740 0.09
C -3.01978 -1.73199 2.89963 -0.01
C 4.76846 1.36223 -1.59687 -0.24
H 0.76484 1.05282 2.40869 0.07
C -4.44384 -3.75236 2.26921 0.00
H 2.06340 4.65329 0.13193 0.11
C -0.25471 1.33401 2.67241 -0.01
H 2.65754 -2.04920 -2.41273 0.04
H -6.62550 2.25829 -0.52465 0.09
O -4.96971 0.30037 -0.67967 0.01
H -5.10221 -3.58206 3.12106 0.09
C 4.14968 0.31338 1.18377 -0.05
H 0.62898 4.32249 1.10947 0.08
H -0.68123 -4.03773 0.44667 0.08
O -3.59439 -2.24458 0.64302 -0.08
H -1.15964 4.78307 -0.64351 0.11
H -5.47450 3.21010 0.42117 0.09
C 3.42226 -2.22236 -1.65556 -0.05
H -2.66023 -2.38053 3.69852 0.10
H 3.66535 0.41360 2.15509 0.07
O 1.02637 3.10199 -1.78395 -0.05
C -5.93054 2.22586 0.31444 0.00
B -0.39600 -0.21628 -0.47402 -0.57
Sn 1.24585 0.46295 -3.42111 1.66
H 1.43936 2.16511 4.68840 0.08
B -2.08445 1.24509 -3.60659 -0.52
N 3.76444 0.28227 -1.37548 -0.18
H -3.18449 0.37601 1.16005 0.05
H 2.48672 -0.48405 0.15190 0.09
H 1.82812 -6.13065 -1.25137 0.09
H 0.04294 -5.83465 -1.13425 0.09
H 0.24826 0.63142 -0.29919 -0.04
H 2.92787 -2.29767 -0.68706 0.06
H -3.70617 -1.04464 3.39414 0.11
C 3.16805 0.34619 -0.03409 -0.25
H 1.10448 -4.57755 -1.75614 0.07
H -6.56747 1.95063 1.15507 0.09
H -0.65509 1.68796 1.72240 0.04
C -3.54413 1.37063 0.89647 0.00
H -0.29361 -0.87230 0.37650 -0.04
H -0.09569 2.05954 5.59236 0.09
H -1.43589 0.07133 -0.48575 -0.08
C -3.67523 -2.52091 1.83384 -0.47
H 3.87668 -3.20858 -1.75036 0.09
C 1.04083 -5.40451 -1.04890 -0.02
H 0.71493 -2.10826 -4.61228 -0.05
C -4.84809 1.18953 0.11637 -0.46
H 0.48371 -3.70943 1.83768 0.09
H -2.07808 0.41041 -4.29035 -0.08
H 4.75104 -0.59569 1.19218 0.07
O -1.13780 3.48619 3.32741 0.04
H -1.63935 3.15706 -1.29124 0.08
C 0.46344 2.62420 4.84626 -0.02
H -1.47962 2.05517 -3.98365 -0.04
C 0.51919 3.48387 -0.73303 -0.46
C -0.98146 3.70801 -0.61912 0.01
H 4.94533 -1.01289 -2.55869 0.12
Sn -2.83871 -1.63519 -2.16807 1.75
H -0.70768 -1.36999 -3.96105 -0.14
H 3.53097 2.93521 -2.35371 0.06
H 0.27778 -2.42301 -2.89296 -0.09
H 4.77932 1.20168 1.13304 0.07
C 0.34191 -3.83708 0.76451 -0.02
H 5.19657 1.31721 -2.59827 0.12
H -2.74465 1.82338 0.30999 0.06
H 0.70139 -2.89658 0.34699 0.05

---

# 4
100
Properties=species:S:1:pos:R:3:lowdin_charge:R:1 method="wB97M-V/def2-TZVPD" homo_ev=-10.43 lumo_energy_ha=-0.119 total_charge=+1 e_above_lowest_kcal_mol=21.3 spin_multiplicity=1
C 10.55046 31.45948 4.52697 -0.13
H 7.12288 26.21116 2.04651 0.14
H 10.34441 31.32413 2.39474 0.14
C 6.89710 22.74007 6.43750 -0.24
H 7.05826 24.33948 7.96155 0.11
O 9.00621 28.62809 5.31976 -0.36
H 4.91321 27.57315 2.38635 0.10
H 13.54729 28.66987 3.38565 0.05
H 7.71601 27.84432 0.41358 0.12
C 9.03809 32.83853 2.93442 -0.01
C 14.38966 30.96087 2.46195 -0.21
C 8.52579 30.09794 8.50241 -0.04
C 10.13846 22.03080 4.74847 -0.42
N 8.73145 30.39148 3.26032 0.05
H 6.12799 29.85043 0.54227 0.10
O 10.55948 27.34016 6.67524 -0.27
H 8.07789 32.67717 2.44974 0.08
H 11.03490 32.72367 6.88265 0.11
H 9.35783 32.74417 7.35932 0.09
H 5.96860 27.62733 0.28102 0.13
O 6.74280 29.44400 1.16172 -0.08
H 13.85420 23.48448 7.96117 0.12
H 9.69562 33.48226 2.35505 0.09
H 9.01081 29.13482 8.66866 0.11
C 13.45186 25.50500 7.54345 -0.26
H 11.70685 23.35469 4.26489 0.08
O 5.64183 27.33185 2.96181 -0.07
C 6.69245 29.14365 7.40650 -0.17
N 11.20402 21.28116 5.49291 0.05
F 11.62394 28.21784 4.11481 0.12
H 9.22346 22.15876 5.33233 0.10
H 9.27336 21.99456 2.75961 0.12
H 8.85414 33.41317 3.85033 0.07
H 5.64791 29.62869 4.33465 0.11
H 11.89152 21.18517 4.74332 0.06
H 7.43029 20.42698 2.45158 0.09
H 3.93738 28.31737 7.19972 0.09
H 6.97562 19.57097 3.85241 0.09
C 10.63654 23.45134 4.48483 -0.07
C 9.72334 31.51015 3.27747 -0.37
C 10.77476 27.19035 4.07101 -0.62
H 14.48864 25.60542 7.19696 0.12
C 6.33221 23.62687 7.55193 -0.25
H 9.29364 30.86524 8.54470 0.09
H 7.10781 28.12930 7.40320 0.14
H 8.08801 30.61224 2.49727 0.08
N 6.34839 29.24785 4.97487 0.03
O 7.01297 23.40071 5.18852 -0.08
H 14.77876 31.94791 2.72983 0.12
C 4.60137 28.17587 6.34798 -0.02
O 5.84758 22.78467 8.58195 -0.06
H 5.03742 27.18471 6.22972 0.09
H 14.42518 30.36535 4.55788 0.12
O 12.83210 26.61346 8.15250 -0.07
O 14.50586 28.66967 3.28947 -0.04
H 5.18576 30.30305 6.25453 0.15
H 6.23926 29.16496 8.40288 0.14
F 11.41517 26.04429 4.03878 0.17
O 12.95931 30.95620 2.25737 -0.09
H 10.80716 20.33796 5.54224 0.07
H 11.40175 32.13509 4.49537 0.15
H 14.05008 25.44189 9.99956 0.08
H 12.47627 24.03744 8.83619 0.12
H 10.98067 30.46116 4.63538 0.12
H 9.83008 33.59080 5.95246 0.10
H 10.65019 20.98083 2.85853 0.13
H 12.93104 25.21552 6.62225 0.11
H 7.28676 21.28986 4.04551 0.07
O 7.72208 30.14340 7.32058 -0.24
C 6.75944 28.02625 0.91588 -0.20
O 9.64694 31.56176 5.66404 -0.24
H 14.75342 30.48855 1.54413 0.13
H 10.24471 23.87145 3.55961 0.07
H 7.84710 30.28997 9.33709 0.10
C 14.81301 30.01443 3.58935 -0.26
F 10.03789 27.29956 2.94144 0.11
C 6.85117 27.25998 2.22909 -0.23
H 9.19350 29.58463 2.84260 0.10
H 7.48646 24.22453 5.36102 0.05
O 9.00055 20.16316 3.73820 -0.18
C 10.01842 32.65795 6.49524 -0.06
H 5.25593 23.26516 9.16433 0.09
H 5.53000 24.25455 7.14626 0.11
C 5.63873 29.31165 6.31586 -0.34
S 9.62407 27.33628 5.57398 0.53
H 3.95493 28.28165 5.47127 0.09
H 7.70090 27.58219 2.83744 0.09
C 13.48222 24.34241 8.52896 -0.27
H 6.25865 28.27065 4.68362 0.07
H 6.14325 21.95998 6.32039 0.13
O 8.71492 26.20964 5.52803 -0.28
H 10.47592 23.99039 5.41393 0.07
H 12.86830 31.39123 1.40455 0.08
H 12.19239 27.02812 7.56303 0.02
O 14.33671 24.60415 9.61706 -0.05
H 7.82290 22.24027 6.72884 0.12
H 15.88948 30.13436 3.73412 0.12
C 7.62397 20.38729 3.53025 -0.10
Zn 8.02184 30.39189 5.21563 0.79
C 9.78565 21.30635 3.44473 -0.21

---

In order of appearance, E_tot = -91817.7175 -37015.7061 -48103.0942 -123233.9515 eV.